A cluster of 2 separate species, C3H3N3O in total in a non-equilibrium geometry, computed with the ωB97M-V functional and the def2-TZVPD basis.

```
10
Properties=species:S:1:pos:R:3
O 1.506 -0.725 0.802
N -0.734 -1.111 0.376
N -1.777 2.026 -1.153
N 1.843 1.745 -0.656
C 0.656 1.464 -0.735
C -0.634 1.858 -1.011
C 0.393 -0.440 0.413
H -0.785 -2.139 0.412
H -1.549 -0.850 -0.218
H 2.244 1.216 0.045
```

Computed properties:
E_tot: -9674.136 eV
lowest unoccupied orbital energy (alpha / beta): -0.372 / -0.373 eV
gap between HOMO and LUMO (alpha / beta): 8.4 / 8.4 eV
highest occupied orbital energy (alpha / beta): -0.3216 / -0.3215 hartree
energy above the lowest of the compared OMol25 structures with the same formula, charge and spin: 320.13 kJ/mol